This record from the OMol25 dataset describes C30H43Cl5CrP2 as an isolated structure in a non-equilibrium geometry. The level of theory is ωB97M-V/def2-TZVPD.

Output
Energy above the lowest of the compared OMol25 structures with the same formula, charge and spin   39.3 kcal per mole
Net charge   +1
2S+1   4
Frontier orbital gap (alpha / beta)   5.03 / 4.94 eV

Structure (XYZ):
```
81
Properties=species:S:1:pos:R:3:forces:R:3
Cr 0.216754 -0.696992 -1.318775 1.029 1.182 2.120
C -0.709743 -2.134428 -0.008165 0.641 0.583 0.569
C 0.688675 -2.453235 -0.198290 -0.077 0.608 0.901
C 0.553984 -0.448377 0.979751 -0.189 -0.704 -0.518
C -0.777495 -0.847075 0.656452 0.086 -1.003 0.444
C 1.464767 -1.375721 0.374180 -0.809 -0.785 0.241
C -1.863188 -3.046622 -0.252101 -0.132 -0.211 -0.490
H -1.667367 -3.697461 -1.120132 -0.191 0.159 0.306
H -2.795080 -2.492811 -0.426721 0.234 -0.175 0.053
H -2.019599 -3.696223 0.620527 0.036 0.170 -0.195
C -1.972040 -0.136979 1.198079 -0.224 -0.193 -0.188
H -2.895507 -0.516339 0.745966 0.103 0.131 0.117
H -1.892227 0.952255 1.043712 -0.127 -0.020 0.090
H -2.038279 -0.298289 2.281653 0.023 0.005 -0.150
C 0.858694 0.602380 1.982409 0.378 0.570 -0.225
H 0.654880 0.254977 3.006809 -0.054 -0.176 -0.370
H 0.218817 1.474310 1.829193 0.019 0.075 0.062
H 1.911866 0.899769 1.947720 -0.224 -0.019 0.083
C 2.941794 -1.363115 0.557551 0.384 -0.056 -0.233
H 3.207931 -1.897261 1.480054 -0.032 0.111 -0.186
H 3.332348 -0.340299 0.643292 -0.057 -0.286 -0.048
H 3.442462 -1.872291 -0.278886 -0.018 0.207 0.290
C 1.251771 -3.721205 -0.741883 0.099 0.031 -0.436
H 1.418951 -4.445527 0.057185 -0.019 0.009 -0.003
H 2.213780 -3.529874 -1.231811 -0.171 -0.181 0.070
H 0.572867 -4.169713 -1.472978 0.145 -0.056 0.088
C -1.875413 0.817121 -5.835294 -0.935 -0.904 -0.187
C -1.868632 -0.525824 -5.899053 -0.844 0.902 -0.576
C -1.050609 -1.319799 -6.877453 0.012 -0.279 -0.095
C 0.398600 -0.819214 -7.021348 -0.196 -0.300 -0.416
C 1.015505 -0.287625 -5.755654 0.693 0.481 -0.463
C 1.143130 1.032405 -5.543822 0.745 -0.566 -0.384
C 0.371388 2.088762 -6.294673 0.209 0.301 -0.489
C -1.096712 1.753679 -6.711117 -0.074 0.648 -0.246
H -1.548312 -1.270553 -7.863880 0.163 -0.165 0.338
H 0.444276 -0.042952 -7.805573 0.082 -0.372 0.411
H -1.041733 -2.378772 -6.582297 -0.076 0.229 -0.060
H -1.119771 1.402619 -7.758215 -0.012 0.073 0.482
H -2.622340 1.305033 -5.192518 0.330 -0.384 -0.212
H -2.611869 -1.090551 -5.321265 0.249 0.312 -0.167
H -1.655668 2.713654 -6.692647 0.396 -0.503 -0.234
H 0.347687 3.023142 -5.708080 0.156 -0.394 -0.118
H 1.956872 1.399272 -4.898138 -0.775 -0.252 0.134
H 0.931064 2.340967 -7.219571 -0.239 -0.008 0.419
H 1.023152 -1.663367 -7.378471 -0.266 0.489 0.134
H 1.513835 -1.031427 -5.122511 0.203 0.409 -0.177
P -1.459195 0.302631 -2.342841 0.099 0.881 -0.272
P 1.441665 1.454301 -1.653543 -0.331 -0.200 -0.052
C -0.757873 1.662706 -3.357686 -0.243 0.071 -0.374
C 0.430170 2.457740 -2.815430 -0.178 -0.053 0.367
H -1.562972 2.321913 -3.700131 0.234 -0.094 0.166
H -0.415803 1.069855 -4.207356 -0.115 0.387 0.068
H 1.083099 2.802713 -3.626515 -0.287 -0.053 0.103
H 0.067742 3.347941 -2.287837 0.121 -0.226 0.092
C 1.847506 2.658140 -0.357967 0.229 -0.122 0.214
H 2.539049 2.203819 0.360860 -0.149 0.205 -0.125
H 0.929783 2.962903 0.158636 0.057 -0.076 -0.049
H 2.322507 3.547722 -0.794964 -0.117 -0.266 -0.023
C 3.020704 1.001919 -2.434420 0.198 0.173 -0.153
H 3.443700 1.836730 -3.005972 0.034 -0.171 0.130
H 2.874909 0.137750 -3.093660 0.084 0.222 0.069
H 3.722328 0.713662 -1.641339 -0.117 0.061 -0.186
C -3.233850 0.336746 -2.178946 -0.849 -0.085 0.074
H -3.579214 -0.555133 -1.633461 0.188 0.253 -0.201
H -3.737306 0.373731 -3.154506 0.181 -0.003 0.187
H -3.518682 1.225716 -1.594678 0.207 -0.265 -0.166
C -0.944303 -1.262795 -3.215511 -0.302 0.079 -0.709
H -0.085007 -1.849466 -2.782124 -0.129 -0.136 -0.059
H -0.613425 -1.046510 -4.236289 -0.060 -0.043 0.419
H -1.797828 -1.946599 -3.263563 0.283 -0.037 0.207
Cl -1.415315 2.612479 3.851163 0.205 -0.507 0.729
C -1.630018 3.750104 2.582011 -0.189 2.616 -1.026
C -1.783451 3.327952 1.289612 -0.069 -1.723 -0.713
C -2.051833 4.199396 0.271666 0.635 2.087 2.356
Cl -2.479181 3.619176 -1.296571 -0.119 -0.272 -1.092
C -2.030256 5.606359 0.505196 -0.097 -1.198 0.443
Cl -2.192280 6.705483 -0.796340 -0.103 0.425 -0.276
C -1.874384 6.074113 1.829721 0.082 -1.213 -0.270
Cl -1.965469 7.749553 2.161879 0.068 0.222 0.034
C -1.679137 5.144871 2.880676 -0.149 -0.866 -0.810
Cl -1.518244 5.695557 4.487919 0.025 0.238 0.410
```
Positions in Å, forces in eV/Å.

This record from the OMol25 dataset describes C15H15FeN4O5S as an isolated structure. The level of theory is ωB97M-V/def2-TZVPD.

Output
Net charge   +1
2S+1   5
Frontier orbital gap (alpha / beta)   7.22 / 7.02 eV

Structure (XYZ):
```
41
Properties=species:S:1:pos:R:3:forces:R:3
Fe 0.537819 0.368500 0.804788 0.018 0.034 0.085
C 4.767648 -0.174651 -0.032728 0.009 -0.021 -0.037
C 3.409030 -0.529941 0.478559 -0.042 -0.047 0.037
O 2.536765 0.357650 0.583811 -0.002 -0.044 -0.015
N 3.170485 -1.802940 0.796514 0.002 0.079 0.055
C 1.910161 -2.303184 1.349155 0.017 -0.023 -0.063
C 0.868843 -2.562103 0.283798 0.015 0.020 0.022
C 0.624957 -3.829946 -0.205917 -0.028 -0.042 -0.022
C -0.331791 -3.996520 -1.199226 0.013 0.011 0.012
C -1.014526 -2.888756 -1.669626 0.012 0.009 0.023
C -0.718670 -1.651826 -1.124423 -0.052 0.011 0.005
N 0.201532 -1.489910 -0.170795 0.070 -0.002 -0.015
H 5.060947 0.785665 0.384337 0.002 -0.004 0.013
H 4.707536 -0.066178 -1.117117 0.008 0.014 0.008
H 5.516211 -0.926891 0.204576 0.002 0.001 -0.003
H 3.928002 -2.456726 0.682754 -0.004 -0.005 0.006
H 1.533328 -1.596214 2.092536 -0.015 0.026 -0.013
H 2.131805 -3.221990 1.887014 0.012 -0.015 -0.026
H 1.166182 -4.677986 0.191210 0.001 -0.001 -0.007
H -0.542603 -4.981074 -1.594361 0.000 -0.002 0.004
H -1.771296 -2.973395 -2.435687 -0.001 -0.002 0.002
H -1.239411 -0.756828 -1.441910 0.004 0.001 -0.004
C 1.225305 3.256038 -1.481160 -0.009 0.002 0.009
C -0.120754 2.968608 -0.919468 0.021 0.083 -0.092
N -0.422494 1.961839 -0.106318 -0.047 -0.124 0.046
C -1.778960 2.063992 0.200953 -0.094 0.015 0.056
C -2.276863 3.162062 -0.449316 0.043 0.000 -0.029
N -1.212309 3.691250 -1.162113 -0.040 -0.036 0.063
C -3.579033 3.835955 -0.532135 0.019 0.001 -0.014
O -4.511753 3.490239 0.368618 -0.007 0.001 0.000
O -3.789752 4.664100 -1.375476 -0.005 0.001 0.001
C -1.793370 0.274235 2.006790 0.054 0.012 -0.083
O -2.870957 -0.336648 2.579295 -0.036 0.022 -0.009
O -0.591801 0.000044 2.350452 -0.008 0.031 -0.023
H 1.945184 2.532798 -1.103838 -0.006 -0.005 0.003
H 1.555984 4.254050 -1.193356 0.006 -0.002 -0.005
H 1.211657 3.203690 -2.569952 -0.001 -0.001 0.000
H -1.303719 4.502654 -1.755947 0.015 0.004 -0.004
H -4.138027 2.999401 1.116160 0.002 -0.012 0.006
S -3.970621 0.507477 1.562771 0.018 -0.023 0.013
C -2.367270 1.096855 1.072878 0.036 0.032 -0.002
```
Positions in Å, forces in eV/Å.

This record from the OMol25 dataset describes a single C6H10S molecule in a non-equilibrium geometry. The level of theory is ωB97M-V/def2-TZVPD.

Output
Energy above the lowest of the compared OMol25 structures with the same formula, charge and spin   169.0 kcal per mole
Net charge   0
Structure (SMILES)   C=C1C=[S@H](=C)CC1
Frontier orbital gap   8.12 eV

Structure (XYZ):
```
17
Properties=species:S:1:pos:R:3:forces:R:3
C 2.566430 -1.067971 0.308161 -1.762 0.817 0.061
C 1.249640 -0.696585 0.082538 1.315 1.104 -0.804
C -0.130186 -1.275598 -0.266171 2.949 -2.522 1.132
S -1.310435 -0.294995 0.285678 -2.258 2.402 0.089
C -2.917917 -0.646249 -0.159642 1.146 1.256 1.267
C -0.270630 1.319543 -0.058918 0.630 -2.079 1.295
C 1.184963 0.858832 0.006070 -0.693 -0.612 3.466
H 2.844912 -2.072203 0.481662 0.276 -1.030 -0.106
H 3.421586 -0.307473 0.463112 -1.856 -1.096 -0.371
H -0.245457 -2.417986 -0.287934 -0.172 2.021 0.221
H -1.851236 0.085662 1.619829 1.476 -0.323 -0.941
H -3.001498 -0.877487 -1.175055 -0.158 -0.339 -1.634
H -3.510170 0.250341 0.163282 0.352 -1.061 -0.013
H -0.671936 2.069267 0.581299 0.209 0.297 1.489
H -0.408853 1.784070 -0.951229 -1.228 0.371 -3.303
H 1.892546 1.142719 -0.751110 -0.246 0.711 -0.399
H 1.549389 1.146946 1.043768 0.021 0.083 -1.450
```
Positions in Å, forces in eV/Å.